(w)
A structure of composition C7H10, computed with ωB97M-V/def2-TZVPD.

Results
Kohn-Sham gap in eV: 11.3
Molar mass in g/mol: 94.16

Cartesian coordinates (Å):
C -1.260 1.102 -0.243
C -0.731 -0.194 -0.896
C 0.778 0.173 -1.141
C 1.096 0.243 0.338
C 0.810 -1.212 0.788
C -0.644 -0.829 0.550
C -0.326 0.654 0.897
H -1.086 2.029 -0.795
H -2.306 1.077 0.103
H -1.021 -0.644 -1.825
H 0.889 1.116 -1.699
H 1.405 -0.572 -1.674
H 2.000 0.760 0.650
H 1.243 -2.032 0.200
H 1.009 -1.368 1.850
H -1.495 -1.365 0.990
H -0.364 1.062 1.907

***

(x)
The molecule C7H10, computed with ωB97M-V/def2-TZVPD.

Results
Kohn-Sham gap in eV: 10.0
Molar mass in g/mol: 94.16

Cartesian coordinates (Å):
C 1.684 -0.243 -0.728
C 1.001 0.733 0.250
C 0.034 0.241 1.288
C -0.554 -1.106 0.969
C -1.321 -1.067 -0.125
C -1.417 0.337 -0.691
C -0.454 1.144 0.173
H 2.471 0.238 -1.323
H 2.069 -1.064 -0.155
H 0.977 -0.686 -1.426
H 1.653 1.552 0.560
H 0.148 0.558 2.324
H -0.231 -2.000 1.454
H -1.738 -1.930 -0.642
H -1.205 0.406 -1.772
H -2.433 0.707 -0.547
H -0.684 2.181 0.391

***

(y)
The molecule C7H10, computed with ωB97M-V/def2-TZVPD.

Results
Kohn-Sham gap (spin up / spin down) in eV: 7.5 / 7.3
Molar mass in g/mol: 94.16

Cartesian coordinates (Å):
C -1.902 0.384 -0.314
C -0.882 -0.695 0.110
C 0.310 -0.870 -0.825
C 1.219 0.353 -0.766
C 1.564 0.643 0.663
C 0.885 0.065 1.691
C -0.471 -0.377 1.509
H -2.283 0.162 -1.317
H -2.745 0.425 0.384
H -1.440 1.377 -0.341
H -1.455 -1.630 0.171
H 0.020 -1.129 -1.847
H 0.758 1.236 -1.234
H 2.150 0.179 -1.322
H 2.381 1.340 0.866
H 1.195 0.219 2.721
H 0.865 -1.716 -0.407

***

Pick the most stable structure from those above. Pick: (x)